[1]
This record from the OMol25 dataset describes a single C30H38BBr2ClFIN2O3S molecule in a non-equilibrium geometry. The level of theory is wB97M-V/def2-TZVPD.

The geometry in ORCA input format:
```
! wB97M-V def2-TZVPD RIJCOSX def2/J DEFGRID3
* xyz 0 1
I 4.07 2.28 -2.18
Br -2.11 0.79 -3.47
Br -4.95 1.09 0.19
Cl -0.26 4.64 -0.69
S 0.30 -1.80 1.45
F 5.36 -1.44 -0.50
O -1.58 -4.04 1.13
O -6.05 -2.78 -4.76
O 3.67 -3.15 0.93
N -0.75 0.53 -0.26
N -7.43 -3.39 -3.02
C -3.04 0.49 -1.81
C -0.56 1.58 2.08
C -4.66 -1.84 -2.04
C 2.65 -0.81 0.54
C -2.66 -0.72 -1.03
C -1.25 1.56 0.70
C 6.35 -0.78 1.92
C -3.45 -1.85 -1.13
C -1.97 -2.94 0.39
C 0.64 2.54 2.20
C 4.98 -0.14 -0.19
C 3.00 -1.80 3.05
C 1.03 2.58 3.70
C -1.18 -1.81 0.46
C 2.56 -3.10 3.83
C 1.29 -0.65 0.50
C 1.53 4.58 -2.69
C 2.86 1.01 -0.95
C 1.13 3.76 -1.42
C 0.81 2.29 -1.82
C -6.18 -3.10 -3.59
C 1.49 1.20 -0.97
C -4.99 -3.23 -2.64
C -1.50 -0.67 -0.24
C 0.66 0.35 -0.21
C -4.32 2.61 -2.23
C -3.09 -2.96 -0.39
C -3.96 1.37 -1.44
C 5.62 0.33 1.16
C 3.48 0.02 -0.20
B 3.16 -2.02 1.49
H 5.44 0.48 -0.96
H 2.26 -1.02 3.27
H -7.31 -4.07 -2.28
H -3.70 -3.86 -0.48
H -8.06 -3.76 -3.73
H 0.69 5.17 -3.06
H 5.69 -1.54 2.35
H 4.88 0.86 1.77
H 1.30 1.56 4.02
H 3.94 -1.48 3.52
H -5.30 -3.88 -1.82
H -1.31 1.98 2.78
H 3.46 -3.56 4.24
H 0.40 3.54 1.83
H 1.17 2.10 -2.84
H 1.50 2.09 1.70
H -2.30 -4.20 1.75
H 2.27 5.32 -2.37
H 6.87 -0.31 2.77
H -4.45 2.34 -3.28
H -1.22 2.54 0.22
H -5.20 3.11 -1.84
H 1.91 -2.78 4.65
H 7.08 -1.31 1.30
H 2.00 -3.79 3.19
H -4.59 -1.12 -2.86
H 1.98 3.96 -3.46
H -0.27 2.15 -1.84
H -4.11 -3.64 -3.15
H -3.49 3.33 -2.19
H 2.00 3.77 -0.76
H 6.38 1.09 0.92
H -0.30 0.59 2.46
H -5.54 -1.54 -1.44
H 0.18 2.87 4.33
H -2.30 1.34 0.87
H 1.89 3.23 3.89
H 3.48 -3.10 -0.01
*
```

As for the HOMO energy: -8.09 eV. Its total energy is -7930.0824 Ha. Its SMILES is CCCCN1c2c(C[C@@H](C)Cl)c(I)c([C@H](F)CC)c(B(O)CC)c2Sc2c(O)cc(CCC(N)=O)c(/C(Br)=C(/C)Br)c21. The value obtained for the LUMO energy is 0.22 eV.

Results of the Löwdin charge analysis, in e, for atoms 1 through 2:
1 I 1.10
2 Br 0.84

=====

[2]
This record from the OMol25 dataset describes a molecular structure, C30H38BCsN4O4Si in a non-equilibrium geometry. The level of theory is wB97M-V/def2-TZVPD.

The geometry in ORCA input format:
```
! wB97M-V def2-TZVPD RIJCOSX def2/J DEFGRID3
* xyz -2 1
Cs 0.15 0.08 -0.23
Si 0.90 -0.71 -3.95
O 3.64 0.25 1.00
O -1.96 1.68 -0.35
O -1.95 -1.01 2.85
O 4.34 -1.92 0.80
N -1.46 -2.74 -2.89
N 1.20 -4.28 0.60
N -2.94 2.57 2.32
N -2.76 1.37 2.26
C -1.53 -2.36 3.03
C -0.25 0.44 -5.01
C -0.62 -4.72 -1.69
C 7.26 0.97 0.55
C -2.15 2.87 -0.04
C 0.90 -4.66 -1.78
C 5.42 -1.09 0.70
C -3.05 5.30 2.77
C 6.75 -1.41 0.51
C -1.30 -4.20 -2.95
C -4.33 1.28 4.21
C 2.48 0.40 -3.91
C 5.01 0.23 0.81
C -1.96 3.90 -1.08
C -2.41 5.71 0.48
C 1.44 -1.93 -5.36
C 5.90 1.27 0.74
C -2.06 5.21 -0.83
C -2.67 4.78 1.50
C -4.86 0.56 5.28
C 7.68 -0.35 0.44
C -4.41 -0.72 5.54
C -2.55 3.36 1.26
C -2.90 -0.56 3.67
C -2.84 7.58 1.97
C -3.34 0.74 3.40
C -2.49 7.09 0.73
C -3.42 -1.28 4.73
C 1.63 -5.12 -0.53
C -3.13 6.66 2.99
B 3.13 -1.12 1.00
H -0.92 -5.75 -1.48
H -1.71 3.54 -2.07
H -2.30 -4.64 -3.02
H 5.55 2.30 0.82
H -0.58 -2.25 -2.70
H 1.22 -3.62 -1.99
H 1.39 -6.17 -0.31
H -1.80 -2.36 -3.76
H -0.96 -4.11 -0.85
H 2.25 -2.60 -5.01
H 1.24 -5.27 -2.63
H -2.27 7.78 -0.08
H 2.29 1.35 -3.38
H -1.89 5.93 -1.63
H -0.74 -4.55 -3.82
H 7.98 1.77 0.49
H -0.59 1.30 -4.42
H -3.07 -2.28 4.94
H 0.25 0.82 -5.92
H 1.82 -1.38 -6.25
H -3.42 7.02 3.97
H 1.44 -3.34 0.34
H 2.70 -5.06 -0.72
H 1.73 -4.48 1.43
H 0.61 -2.57 -5.68
H -1.02 -2.50 3.98
H -2.89 8.64 2.15
H -1.15 -0.11 -5.33
H 3.30 -0.10 -3.37
H 2.84 0.66 -4.93
H -5.64 1.00 5.90
H 8.73 -0.57 0.28
H -4.81 -1.30 6.37
H -3.26 4.60 3.57
H -0.84 -2.59 2.23
H -4.68 2.27 3.97
H -2.37 -3.06 2.97
H 7.07 -2.44 0.41
*
```

As for the HOMO energy: -0.71 eV. Its total energy is -2020.4446 Ha. The value obtained for the LUMO energy is 3.94 eV.

Results of the Löwdin charge analysis, in e, for atoms 1 through 2:
1 Cs 0.80
2 Si 0.43

=====

[3]
This record from the OMol25 dataset describes a molecular structure, C30H38BF3I2N2O13 in a non-equilibrium geometry. The level of theory is wB97M-V/def2-TZVPD.

The geometry in ORCA input format:
```
! wB97M-V def2-TZVPD RIJCOSX def2/J DEFGRID3
* xyz -2 1
I -4.15 -2.59 -2.61
I -4.16 0.28 -4.64
F -4.17 -5.81 -3.82
F -2.86 -6.18 -1.74
F -2.53 -7.55 -3.67
O 0.51 2.39 3.63
O -3.43 -4.42 -6.91
O 2.02 -4.32 -1.91
O 6.51 6.58 5.42
O 7.50 8.51 5.77
O 2.52 -3.76 -4.24
O -0.56 -6.07 -4.10
O -0.80 -0.09 0.91
O -0.59 -1.60 -1.70
O 0.00 -0.81 4.44
O -0.53 -3.36 -4.82
O -0.99 -4.26 -2.67
O 0.58 2.46 5.82
N 1.08 2.65 4.70
N 6.49 7.81 5.60
C 5.02 4.24 4.51
C 2.43 3.21 4.63
C -2.05 -1.21 -6.68
C -2.84 -6.14 -3.25
C 0.22 -0.50 1.91
C -5.61 -5.42 -7.74
C 5.18 8.47 5.63
C -2.85 -2.65 -4.42
C -2.10 -4.64 -6.31
C 2.77 8.35 5.52
C 3.02 3.46 3.39
C 2.70 9.73 5.71
C -1.63 -5.11 -3.68
C 4.32 3.98 3.33
C -1.03 -0.80 5.49
C -0.52 -1.68 6.81
C -2.87 -1.42 -5.28
C 4.42 4.00 5.75
C -4.05 -5.72 -7.29
C -0.07 0.44 -0.26
C -0.53 -1.29 3.15
C -6.38 -4.89 -6.35
C 5.12 9.86 5.81
C -0.88 -0.16 -1.59
C 3.13 3.49 5.82
C 1.62 -3.85 -3.25
C -1.91 -3.95 -4.82
C 0.11 -1.80 -2.98
C 3.87 10.49 5.85
C 4.02 7.71 5.48
B 0.01 -3.41 -3.42
H -0.93 -1.56 -6.66
H 0.97 -1.24 1.38
H -2.62 -1.65 -7.62
H -0.41 -2.82 6.55
H 4.78 4.17 2.37
H -1.70 -1.09 3.01
H 3.80 11.56 6.00
H -4.11 -6.38 -6.32
H -0.32 -2.45 3.11
H -5.85 -3.92 -5.95
H -0.52 0.48 -2.50
H -0.15 1.63 -0.21
H 1.86 7.77 5.41
H -6.16 -6.36 -8.19
H -1.91 -5.80 -6.32
H -2.01 -0.03 -6.87
H -1.24 0.32 5.84
H 1.73 10.22 5.76
H 0.53 -1.25 7.17
H 4.06 6.64 5.33
H 4.97 4.21 6.66
H 0.81 0.45 2.33
H 1.22 -1.43 -2.99
H 2.68 3.30 6.79
H -1.31 -1.56 7.68
H -5.56 -4.51 -8.51
H 1.06 0.12 -0.32
H -2.05 -1.32 5.16
H -2.05 -0.06 -1.40
H -0.21 -6.45 -3.24
H -1.31 -4.17 -7.05
H -7.46 -4.58 -6.68
H 2.49 3.26 2.46
H 6.03 4.64 4.46
H -3.43 -6.33 -8.08
H -0.44 -1.21 -3.87
H -6.36 -5.72 -5.50
H 6.01 10.46 5.92
*
```

As for the HOMO energy: -0.16 eV. Its total energy is -3172.8389 Ha. The value obtained for the LUMO energy is 0.97 eV.

Results of the Löwdin charge analysis, in e, for atoms 1 through 2:
1 I 0.74
2 I 0.57

=====

[4]
This record from the OMol25 dataset describes a molecular structure, C30H38BN7PtS3. The level of theory is wB97M-V/def2-TZVPD.

The geometry in ORCA input format:
```
! wB97M-V def2-TZVPD RIJCOSX def2/J DEFGRID3
* xyz 0 1
Pt 0.08 -0.81 -0.35
S -1.06 -0.95 -2.45
S 1.51 0.99 -1.01
S -1.83 -1.20 0.93
N -2.93 0.77 -0.65
N -0.43 1.08 -4.25
N -1.30 1.74 -2.36
N -0.71 2.09 0.16
N -4.22 -0.99 -0.42
N 1.11 2.48 1.31
N 5.49 -2.10 7.93
C 0.14 -1.17 -5.27
C 0.05 3.06 1.98
C -6.22 -2.10 0.45
C -0.48 2.47 -4.27
C 0.63 1.88 0.20
C 1.96 -1.72 4.67
C -1.06 2.82 1.27
C -4.97 -3.01 -1.56
C -3.01 -0.46 -0.09
C -4.05 -3.26 0.73
C -1.01 2.86 -3.10
C -4.10 1.00 -1.35
C 4.87 -1.97 6.97
C 1.81 -1.27 2.26
C 2.49 2.62 1.90
C 1.13 -1.08 1.27
C -0.53 0.76 -6.67
C 4.10 -1.81 5.77
C -4.84 -2.34 -0.19
C 3.55 1.82 1.14
C 0.21 0.35 -5.39
C -4.89 -0.08 -1.21
C 4.73 -1.57 4.55
C 2.59 -1.48 3.44
C 3.99 -1.41 3.40
C 2.43 2.11 3.34
C 1.68 0.78 -5.44
C 2.70 -1.88 5.82
C 2.85 4.10 1.86
C -0.92 0.65 -3.06
B -1.82 1.86 -0.90
H -4.64 -4.18 0.82
H -0.46 1.83 -6.87
H 2.17 0.52 -4.50
H 5.81 -1.52 4.52
H -1.23 3.85 -2.73
H -0.89 -1.53 -5.20
H -3.99 -3.11 -2.02
H -2.43 2.90 -0.89
H -3.91 -2.84 1.72
H -1.58 0.49 -6.60
H 3.42 2.14 3.77
H -6.88 -1.52 -0.19
H 0.88 -1.77 4.70
H 2.07 1.09 3.36
H 4.47 -1.23 2.45
H 3.33 0.76 1.15
H 2.86 4.47 0.83
H -6.11 -1.59 1.40
H -6.69 -3.07 0.63
H -4.26 1.91 -1.88
H 3.66 2.15 0.12
H 4.49 1.99 1.67
H 0.17 3.60 2.90
H -3.08 -3.51 0.32
H -5.41 -4.00 -1.44
H -0.09 0.24 -7.52
H 2.21 -2.07 6.77
H -2.08 3.11 1.45
H 3.85 4.23 2.28
H 1.79 1.85 -5.60
H 0.69 -1.54 -4.41
H 0.58 -1.57 -6.18
H -5.87 -0.26 -1.61
H 2.16 4.71 2.45
H -0.14 3.04 -5.10
H 1.78 2.73 3.96
H 2.18 0.25 -6.25
H -5.60 -2.43 -2.24
*
```

As for the HOMO energy: -7.09 eV. Its total energy is -2888.1256 Ha. The value obtained for the LUMO energy is 0.35 eV.

Results of the Löwdin charge analysis, in e, for atoms 1 through 2:
1 Pt 0.46
2 S 0.61

=====

[5]
This record from the OMol25 dataset describes a molecular structure, C30H38Cl2FeN6O5 in a non-equilibrium geometry. The level of theory is wB97M-V/def2-TZVPD.

The geometry in ORCA input format:
```
! wB97M-V def2-TZVPD RIJCOSX def2/J DEFGRID3
* xyz 0 1
Fe -0.75 -0.58 0.21
Cl -1.82 2.23 4.22
Cl 3.40 1.44 5.33
O -0.33 -1.87 -1.27
O 1.52 -4.15 -4.44
O 3.45 -3.41 -5.31
O -1.26 0.34 1.93
O 0.11 -3.42 -2.78
N -0.55 3.63 1.22
N 1.08 -0.52 1.15
N 2.20 -0.57 -2.03
N -0.97 -2.57 1.49
N 3.53 -1.28 -3.63
N -2.85 -1.02 -0.28
C -0.57 5.08 0.92
C -0.35 -3.74 0.86
C 3.37 -0.30 2.74
C -0.87 1.10 -1.02
C 4.23 0.82 -2.44
C 0.40 -2.36 -2.17
C 3.36 -1.06 1.61
C -3.77 -0.15 0.47
C 2.03 1.16 4.29
C -0.84 1.78 -3.41
C -0.26 0.65 2.67
C -0.53 -2.53 2.89
C 0.77 3.04 0.85
C -0.58 0.89 -2.39
C 2.20 -1.14 0.82
C 2.51 -2.17 -3.57
C 2.52 -3.31 -4.52
C 1.05 0.16 2.32
C -3.19 -0.93 -1.71
C -2.43 -2.69 1.49
C -1.73 2.87 0.58
C 1.69 -1.72 -2.57
C -1.44 2.38 -0.80
C -0.30 1.48 3.80
C 2.18 0.35 3.14
C 0.83 1.72 4.60
C -1.45 3.00 -3.15
C 3.31 -0.33 -2.68
C -1.74 3.29 -1.83
C -3.01 -2.43 0.12
H 4.25 -1.60 1.29
H -0.85 -3.44 3.42
H -2.24 4.22 -1.59
H 0.56 -2.48 2.94
H 4.26 -0.20 3.35
H -1.52 5.50 1.26
H -4.21 -1.31 -1.87
H 4.29 -1.37 -4.30
H -1.69 3.70 -3.94
H 0.88 -3.83 -3.72
H -2.82 -1.96 2.20
H -0.65 -3.83 -0.18
H -0.15 -0.06 -2.69
H -0.95 -1.67 3.40
H -2.50 -3.04 -0.63
H 0.73 2.34 5.48
H -4.07 -2.70 0.11
H 0.97 3.28 -0.19
H -2.74 -3.69 1.84
H -2.58 3.56 0.63
H -0.63 -4.66 1.41
H -0.60 1.51 -4.43
H 0.26 5.57 1.42
H -0.67 3.51 2.23
H -3.73 0.84 0.03
H 1.53 3.47 1.50
H -0.48 5.20 -0.16
H 2.19 -1.70 -0.09
H 3.82 1.42 -1.63
H -3.15 0.11 -2.03
H 5.23 0.48 -2.15
H 4.33 1.45 -3.32
H -2.49 -1.51 -2.29
H -1.90 2.04 1.25
H -4.80 -0.53 0.39
H 0.72 1.95 0.95
H 0.73 -3.64 0.90
H -3.48 -0.08 1.51
*
```

As for the HOMO energy (alpha / beta): -7.51 / -7.51 eV. Its total energy is -4054.8753 Ha. The value obtained for the LUMO energy (alpha / beta) is -0.19 / -0.19 eV.

Results of the Löwdin charge analysis, in e, for atoms 1 through 2:
1 Fe 0.52
2 Cl 0.71

=====

[6]
This record from the OMol25 dataset describes 6 unconnected molecules or ions with the total composition C30H38N6O2. The level of theory is wB97M-V/def2-TZVPD.

The geometry in ORCA input format:
```
! wB97M-V def2-TZVPD RIJCOSX def2/J DEFGRID3
* xyz 0 1
O -2.64 1.75 0.19
O -4.97 -0.64 -0.21
N 5.13 -2.42 -4.12
N 0.64 -0.40 -0.61
N -6.08 1.05 4.02
N 5.00 -3.49 1.28
N -0.93 4.98 -1.97
N -6.13 1.49 -1.60
C 6.38 -2.80 -3.89
C 1.17 -0.08 -1.79
C -6.60 0.39 6.67
C 7.35 -2.89 -4.88
C -5.81 0.25 0.51
C 5.75 -2.45 1.66
C -1.61 1.56 1.15
C -5.94 1.62 -0.16
C -5.66 1.83 5.02
C -3.58 -0.54 0.08
C -5.90 1.54 6.36
C 1.03 3.81 -1.27
C 5.95 -3.28 3.89
C -6.75 -0.05 4.34
C 6.24 -2.30 2.95
C 2.77 -1.84 -1.69
C 1.24 5.92 -2.35
C 4.80 -2.13 -5.38
C 4.72 -4.42 2.19
C 5.17 -4.36 3.51
C 1.84 4.83 -1.76
C 6.99 -2.58 -6.19
C 2.23 -0.76 -2.37
C -0.34 3.94 -1.40
C -7.04 -0.42 5.64
C 2.23 -2.18 -0.46
C -2.86 0.61 -0.63
C 5.69 -2.19 -6.44
C -0.15 5.95 -2.43
C 1.18 -1.44 0.04
H -7.60 -1.33 5.84
H -3.45 -0.44 1.17
H -5.05 2.22 0.06
H -1.01 3.16 -1.03
H -6.81 0.14 7.71
H 3.60 -2.38 -2.12
H -3.16 -1.50 -0.22
H 0.72 0.77 -2.30
H 5.36 -1.94 -7.44
H -1.74 2.32 1.92
H -5.11 2.72 4.73
H 6.32 -3.19 4.91
H -1.90 0.26 -1.03
H 1.82 6.74 -2.75
H -6.10 0.52 -1.88
H -5.44 0.37 1.54
H -5.54 2.21 7.13
H 7.71 -2.64 -6.99
H 6.84 -1.44 3.21
H 6.63 -3.03 -2.86
H 4.11 -5.25 1.86
H -7.08 -0.67 3.51
H 2.92 4.76 -1.68
H 0.74 -1.68 1.00
H -7.01 1.89 -1.91
H 1.46 2.93 -0.80
H -0.65 6.80 -2.89
H 3.77 -1.83 -5.54
H 5.95 -1.71 0.91
H 8.35 -3.20 -4.64
H -6.79 -0.24 0.55
H 4.91 -5.14 4.20
H -0.62 1.67 0.70
H -6.79 2.13 0.31
H -3.49 0.96 -1.45
H 2.64 -3.01 0.11
H 2.62 -0.45 -3.33
H -1.66 0.58 1.62
*
```

As for the HOMO energy: -8.41 eV. Its total energy is -1644.8902 Ha. Its SMILES is COCCOCCN.c1ccncc1.c1ccncc1.c1ccncc1.c1ccncc1.c1ccncc1. The value obtained for the LUMO energy is 0.72 eV.

Results of the Löwdin charge analysis, in e, for atoms 1 through 2:
1 O -0.21
2 O -0.16